{
  "formula": "C5H6O",
  "method": "ωB97M-V/def2-TZVPD",
  "symbols": ["C", "C", "O", "C", "C", "C", "H", "H", "H", "H", "H", "H"],
  "positions_angstrom": [[-1.0393, 0.8557, -0.0257], [-0.9918, -0.5017, 0.3187], [-0.6774, -1.4985, -0.6140], [0.4874, -1.3698, 0.1640], [1.4700, -0.4938, -0.2224], [1.5835, 0.7574, -0.4074], [0.4640, 1.1994, 0.0252], [-1.5493, 1.5162, 0.6702], [-1.1494, 1.1110, -1.0773], [-1.4320, -0.8610, 1.2490], [0.6408, -2.1514, 0.9024], [2.1936, 1.4366, -0.9828]],
  "forces_ev_per_a": [[-0.16, -0.17, -0.02], [-0.25, 0.41, 0.09], [0.01, 0.07, -0.05], [0.50, -0.15, 0.04], [-0.18, 0.27, -0.02], [-0.01, -0.32, -0.09], [-0.09, -0.05, 0.03], [0.11, -0.09, -0.04], [0.11, -0.06, 0.16], [0.09, 0.07, -0.15], [-0.07, 0.12, -0.05], [-0.06, -0.09, 0.10]],
  "max_force_ev_per_a": 0.53,
  "lumo_energy_ha": 0.0279,
  "spin_multiplicity": 1
}

{
  "formula": "CBr3O2S",
  "method": "ωB97M-V/def2-TZVPD",
  "symbols": ["C", "O", "O", "S", "Br", "Br", "Br"],
  "positions_angstrom": [[0.2351, -0.0505, -0.6623], [-1.1471, 1.4403, 1.2431], [0.4236, -0.3885, 1.9419], [-0.7301, 0.0116, 1.1393], [2.0379, 0.6221, -1.3686], [-1.1494, 0.4367, -1.7467], [0.3300, -2.0717, -0.5467]],
  "forces_ev_per_a": [[1.17, -1.43, 0.92], [0.42, -1.36, 0.26], [-0.28, 0.23, 1.01], [0.76, 2.14, 0.18], [-1.20, -0.32, 0.71], [-1.34, 0.67, -2.14], [0.46, 0.07, -0.93]],
  "total_charge": -1,
  "max_force_ev_per_a": 2.62,
  "lumo_energy_ha": 0.1088,
  "spin_multiplicity": 1
}

{
  "formula": "C4H12NO2S",
  "method": "ωB97M-V/def2-TZVPD",
  "symbols": ["O", "C", "C", "C", "C", "S", "N", "H", "H", "H", "H", "H", "H", "H", "H", "H", "H", "H", "H", "O"],
  "positions_angstrom": [[-0.6222, 1.3455, 2.8815], [0.2609, 0.7331, 2.3721], [0.3990, 0.6331, 0.8541], [-0.1096, -0.7093, 0.3765], [0.2759, -1.2002, -1.0334], [0.9864, -0.0580, -2.2721], [1.8733, 0.8846, 0.5019], [1.0055, 0.1796, 2.9685], [-0.1932, 1.4249, 0.4029], [0.3070, -1.5046, 1.0037], [-1.1921, -0.6878, 0.4818], [-0.5387, -1.6590, -1.5273], [1.0052, -1.9870, -0.9451], [-0.1758, 0.4318, -2.7143], [2.4603, 0.9024, 1.3355], [2.0134, 1.7111, -0.0750], [2.1586, 0.1163, -0.0475], [-3.7855, 0.1821, -1.0114], [-3.1069, -0.4152, -2.2483], [-3.0216, -0.3235, -1.3041]],
  "forces_ev_per_a": [[-0.12, 0.03, 0.08], [-0.24, 0.17, -0.16], [-0.12, 0.63, -0.09], [0.55, -0.77, -0.22], [0.62, 0.66, -0.17], [-0.13, 0.02, 0.06], [-0.84, 0.19, 0.90], [0.22, -0.15, 0.10], [0.19, 0.16, -0.03], [-0.37, 0.17, 0.47], [-0.02, 0.00, 0.06], [-1.04, -0.42, -0.20], [0.45, -0.25, 0.01], [-0.03, 0.17, 0.03], [0.10, 0.26, 0.09], [-0.06, 0.18, 0.06], [0.74, -1.07, -1.00], [-0.08, -0.02, -0.08], [-0.25, -0.03, -0.49], [0.42, 0.06, 0.58]],
  "total_charge": 1,
  "max_force_ev_per_a": 1.64,
  "lumo_energy_ha": -0.1366,
  "spin_multiplicity": 1
}